Entry from the Open Molecules 2025 dataset: an isolated molecule of C9H10N2 at a distorted geometry (the ωB97M-V functional and the def2-TZVPD basis).

The total energy comes out at -12474.51127 eV. As for the spin multiplicity: 1. Its SMILES is Cc1ccc2c(c1)ncn2C. The value obtained for the HOMO-LUMO gap is 0.3379 Ha. Its HOMO energy is -8.41 eV.

Last column: natural (NBO) charge in e.
Atoms and positions in Å:
C  -0.30  -1.15  3.37  -0.620
C  -0.24  -0.83  1.84  -0.036
C  0.69  -1.43  0.96  -0.207
C  0.87  -0.97  -0.33  -0.253
C  0.01  0.13  -0.72  0.112
C  0.79  0.53  -3.19  -0.397
C  -0.89  1.83  -1.73  0.231
C  -0.91  0.79  0.14  0.086
C  -0.91  0.28  1.42  -0.205
H  -0.84  -0.20  3.83  0.211
H  -0.94  -2.08  3.74  0.225
H  0.73  -1.16  3.64  0.215
H  1.29  -2.24  1.31  0.207
H  1.79  -1.18  -0.93  0.220
H  0.49  -0.46  -3.48  0.218
H  0.34  1.23  -3.87  0.212
H  1.90  0.74  -3.13  0.215
H  -1.06  2.57  -2.57  0.191
H  -1.36  0.91  2.22  0.208
N  0.06  0.88  -1.94  -0.367
N  -1.52  1.81  -0.57  -0.466

Entry from the Open Molecules 2025 dataset: a structure of composition C9H10N2 at a distorted geometry (the ωB97M-V functional and the def2-TZVPD basis).

The total energy comes out at -12468.85291 eV. As for the spin multiplicity: 1. The value obtained for the HOMO-LUMO gap is 0.2652 Ha. Its HOMO energy is -8.87 eV.

Last column: natural (NBO) charge in e.
Atoms and positions in Å:
C  -1.24  -0.54  -2.43  0.294
C  0.34  -2.65  0.73  -0.198
C  -0.02  -1.65  1.51  0.355
C  -0.35  -0.43  1.16  -0.236
C  -0.18  -0.68  -0.22  0.125
C  0.39  1.75  2.05  -0.605
C  1.08  0.25  -2.24  -0.604
C  -0.80  0.83  1.89  -0.414
C  -0.30  0.16  -1.61  -0.345
N  -1.88  -1.00  -3.26  -0.316
N  0.18  -1.99  -0.38  -0.330
H  0.35  -3.77  0.89  0.240
H  1.13  1.53  2.88  0.218
H  -0.04  2.86  2.35  0.207
H  0.93  1.73  1.09  0.212
H  1.49  -0.84  -2.14  0.242
H  0.86  0.45  -3.39  0.233
H  1.76  1.00  -1.67  0.230
H  -1.66  1.40  1.35  0.225
H  -1.26  0.52  2.85  0.220
H  -0.78  1.07  -1.41  0.246

Entry from the Open Molecules 2025 dataset: the ion C9H10N4O with charge +2 at a distorted geometry (the ωB97M-V functional and the def2-TZVPD basis).

Its total charge is +2. The total energy comes out at -17481.71177 eV. As for the spin multiplicity: 1. Its SMILES is c1ccc2c(c1)C/[N+](=c1\nc[nH]o1)[NH2+]2. The value obtained for the HOMO-LUMO gap is 0.2982 Ha. Its HOMO energy is -16.51 eV.

Last column: natural (NBO) charge in e.
Atoms and positions in Å:
C  3.62  0.78  0.27  -0.137
C  3.69  -0.63  0.27  -0.124
C  2.42  1.42  0.02  -0.233
C  2.51  -1.38  0.11  -0.140
C  1.29  0.64  -0.07  0.081
C  1.24  -0.76  0.02  -0.056
C  -4.21  -0.73  0.23  0.331
C  -2.33  -0.02  -0.19  0.726
C  -0.08  -1.19  -0.39  -0.238
N  -2.97  -1.21  0.00  -0.418
N  -0.06  1.18  -0.29  -0.326
N  -4.35  0.57  0.17  -0.185
N  -0.87  0.03  -0.34  -0.224
O  -3.08  1.07  -0.03  -0.229
H  4.57  1.31  0.34  0.263
H  4.61  -1.07  0.25  0.245
H  2.33  2.45  0.23  0.245
H  2.62  -2.39  0.17  0.241
H  0.02  1.56  -1.16  0.431
H  -5.05  -1.30  0.46  0.273
H  -0.01  -1.58  -1.36  0.247
H  -0.71  -1.92  0.22  0.271
H  -0.23  2.02  0.38  0.470
H  -4.98  1.17  0.71  0.485

Entry from the Open Molecules 2025 dataset: a structure of composition C9H10NO8S2Tc (the ωB97M-V functional and the def2-TZVPD basis).

Its total charge is +1. The total energy comes out at -51226.99364 eV. As for the spin multiplicity: 2. The value obtained for the HOMO-LUMO gap (alpha / beta) is 0.3024 / 0.3051 Ha. Its HOMO energy (alpha / beta) is -13.83 / -13.71 eV.

Last column: natural (NBO) charge in e.
Atoms and positions in Å:
Tc  0.59  -0.90  0.31  1.506
N  2.25  -1.50  -0.90  -0.757
C  3.54  -1.36  -0.15  -0.229
C  3.65  -2.45  0.91  -0.548
C  2.60  -2.46  1.98  0.790
O  2.71  -2.95  3.05  -0.445
O  1.38  -1.82  1.67  -0.592
H  2.18  -2.44  -1.27  0.411
H  2.26  -0.88  -1.71  0.427
H  3.56  -0.36  0.29  0.225
H  4.37  -1.44  -0.85  0.234
H  4.61  -2.38  1.41  0.283
H  3.63  -3.44  0.44  0.255
O  -3.16  -1.30  1.31  -0.827
S  -2.02  -0.74  0.72  2.354
O  -0.88  -0.24  1.58  -0.858
O  -1.19  -1.71  -0.16  -0.798
C  -2.45  0.77  -0.12  -0.249
C  -3.80  1.04  -0.15  -0.175
C  -4.24  2.33  -0.48  -0.155
C  -3.33  3.33  -0.73  -0.164
C  -1.96  3.06  -0.73  -0.135
C  -1.52  1.79  -0.43  -0.371
S  0.17  1.46  -0.85  2.372
O  0.04  0.07  -1.44  -0.898
O  0.68  2.50  -1.66  -0.838
O  1.07  1.08  0.32  -0.841
H  -4.51  0.27  0.13  0.267
H  -5.30  2.53  -0.51  0.247
H  -3.68  4.33  -0.96  0.247
H  -1.25  3.82  -1.01  0.263

Entry from the Open Molecules 2025 dataset: a structure of composition C9H10O2 at a distorted geometry (the ωB97M-V functional and the def2-TZVPD basis).

The total energy comes out at -13582.65537 eV. As for the spin multiplicity: 1. The value obtained for the HOMO-LUMO gap is 0.3463 Ha. Its HOMO energy is -9.20 eV.

Last column: natural (NBO) charge in e.
Atoms and positions in Å:
C  -0.44  -2.50  0.48  -0.690
C  -0.63  -1.39  1.42  0.553
C  0.39  -0.32  1.32  -0.039
C  0.39  0.29  -0.09  -0.019
C  1.28  -0.23  -1.12  -0.216
C  1.12  0.39  -2.37  -0.139
C  0.27  1.38  -2.77  -0.280
C  -0.54  1.97  -1.81  -0.136
C  -0.50  1.38  -0.36  -0.167
H  -1.16  -3.11  0.70  0.237
H  -0.52  -2.51  -0.43  0.230
H  0.51  -2.98  0.89  0.224
H  1.59  -0.48  1.52  0.200
H  0.93  0.78  2.69  0.461
H  2.03  -0.67  -1.00  0.175
H  1.83  -0.07  -3.47  0.190
H  0.22  2.17  -3.64  0.240
H  -0.88  2.86  -1.82  0.179
H  -0.85  1.91  0.33  0.194
O  -1.61  -1.26  2.25  -0.506
O  0.14  0.79  2.25  -0.690

Entry from the Open Molecules 2025 dataset: a structure of composition C9H10O2S at a distorted geometry (the ωB97M-V functional and the def2-TZVPD basis).

The total energy comes out at -24423.36428 eV. As for the spin multiplicity: 1. The value obtained for the HOMO-LUMO gap is 0.3778 Ha. Its HOMO energy is -9.66 eV.

Last column: natural (NBO) charge in e.
Atoms and positions in Å:
C  -2.38  1.20  0.11  -0.202
C  -1.66  2.43  0.11  -0.189
C  -1.72  0.01  0.01  -0.201
C  -0.29  2.50  -0.08  -0.212
C  -0.30  0.06  -0.05  -0.024
C  0.31  1.31  -0.12  -0.283
C  0.76  -0.97  -0.01  -0.248
C  0.79  -1.73  1.23  -0.621
C  0.70  -1.83  -1.24  -0.610
O  2.67  0.72  -1.27  -0.926
O  2.70  0.75  1.13  -0.914
S  1.95  0.49  -0.06  2.154
H  -3.49  1.16  0.31  0.225
H  -2.31  3.31  0.06  0.219
H  -2.37  -0.94  0.18  0.224
H  0.14  3.46  -0.37  0.244
H  1.01  -1.03  2.04  0.243
H  1.52  -2.53  1.07  0.220
H  -0.13  -2.25  1.44  0.223
H  -0.16  -2.52  -1.25  0.225
H  1.64  -2.42  -1.15  0.221
H  0.63  -1.17  -2.09  0.234

Entry from the Open Molecules 2025 dataset: a structure of composition C9H11AlNO3S (the ωB97M-V functional and the def2-TZVPD basis).

Its total charge is +1. The total energy comes out at -34574.25687 eV. As for the spin multiplicity: 1. The value obtained for the HOMO-LUMO gap is 0.3165 Ha. Its HOMO energy is -12.75 eV.

Last column: natural (NBO) charge in e.
Atoms and positions in Å:
Al  1.09  0.58  -0.30  1.893
C  0.98  -3.17  0.15  -0.638
C  0.96  -1.97  1.07  0.176
C  0.40  -2.25  2.44  -0.645
O  0.12  -0.88  0.43  -0.831
C  2.35  -1.33  1.14  0.762
O  3.23  -1.82  1.76  -0.509
O  2.46  -0.21  0.40  -0.895
H  -0.02  -3.61  0.07  0.226
H  1.65  -3.91  0.57  0.266
H  1.34  -2.91  -0.85  0.231
H  -0.58  -2.71  2.38  0.222
H  0.34  -1.34  3.05  0.234
H  1.08  -2.94  2.94  0.274
H  -0.82  -1.10  0.47  0.536
S  1.82  2.30  -1.49  -0.175
C  0.08  2.54  -1.48  0.100
C  -0.64  3.57  -2.06  -0.252
C  -2.01  3.56  -1.91  -0.074
C  -2.65  2.54  -1.20  -0.259
C  -1.88  1.55  -0.65  0.082
N  -0.54  1.55  -0.79  -0.692
H  -0.13  4.35  -2.60  0.259
H  -2.60  4.35  -2.36  0.248
H  -3.72  2.52  -1.08  0.254
H  -2.32  0.73  -0.10  0.208

Entry from the Open Molecules 2025 dataset: a cluster of 2 separate species, C9H11B in total at a distorted geometry (the ωB97M-V functional and the def2-TZVPD basis).

The total energy comes out at -10176.04248 eV. As for the spin multiplicity: 1. The value obtained for the HOMO-LUMO gap (alpha / beta) is 0.2668 / 0.2632 Ha. Its HOMO energy (alpha / beta) is -7.73 / -7.91 eV.

Last column: natural (NBO) charge in e.
Atoms and positions in Å:
B  -0.88  0.70  1.26  0.638
C  -0.63  2.93  -0.20  0.186
C  -1.19  2.19  0.73  -0.743
C  -2.27  0.44  1.88  -0.501
C  -2.17  1.82  1.73  -0.155
C  0.40  -0.27  -1.56  -0.201
C  1.46  -0.96  -1.04  -0.147
C  0.64  1.17  -1.84  -0.597
C  1.07  -2.19  1.10  -0.252
C  1.18  -2.29  -0.38  -0.516
H  -3.02  -0.08  2.49  0.259
H  -2.77  2.65  2.18  0.247
H  -0.69  -0.46  -1.54  0.206
H  2.44  -0.50  -1.02  0.204
H  1.61  1.41  -2.15  0.209
H  0.41  1.87  -1.00  0.208
H  -0.07  1.37  -2.58  0.204
H  2.00  -2.02  1.50  0.154
H  0.20  -2.22  1.63  0.170
H  0.26  -2.67  -0.71  0.214
H  2.03  -2.90  -0.47  0.215